[1]
The following is a quantum chemistry calculation of a structure of composition C38H65FGe2MgN7PS2, from the Open Molecules 2025 dataset.

As for the spin multiplicity: 1. The energy above the lowest of the compared OMol25 structures with the same formula, charge and spin comes out at 110.35 kJ/mol. The lowest unoccupied orbital energy comes out at 0.11 eV. As for the HOMO-LUMO gap: 0.2163 Ha. As for the molar mass: 903.6 g/mol.

CARTESIAN COORDINATES (ANGSTROEM)
1 Mg 0.6207 0.1356 0.2450
2 C -5.3226 -1.2443 0.9132
3 C -4.0864 -0.3931 0.6581
4 Ge -2.5331 -1.3917 -0.1803
5 C -1.7696 -2.7222 1.1440
6 C -2.6671 -3.9250 1.3889
7 C -2.9923 -1.7487 -2.0738
8 C -2.4293 -1.3182 -3.2042
9 Ge -0.5486 -0.4105 -2.8971
10 C -0.2921 1.1550 -4.2791
11 C -1.3600 1.5729 -5.2797
12 C 0.7326 -1.7735 -3.8491
13 C 1.0571 -1.9002 -5.3343
14 C -3.0521 -1.5856 -4.5007
15 C -4.3803 -1.9815 -4.6907
16 C -4.8701 -2.2171 -5.9623
17 C -4.0626 -2.0456 -7.0753
18 C -2.7554 -1.6266 -6.9054
19 C -2.2662 -1.4054 -5.6348
20 H -6.1171 -0.6364 1.3430
21 H -5.1025 -2.0505 1.6088
22 H -5.6934 -1.6852 -0.0098
23 H -3.7412 0.0311 1.6019
24 H -4.3503 0.4411 0.0036
25 H -1.6058 -2.1587 2.0641
26 H -0.7980 -3.0509 0.7848
27 H -3.6411 -3.6192 1.7661
28 H -2.2179 -4.5953 2.1220
29 H -2.8185 -4.4819 0.4651
30 H -3.9064 -2.3449 -2.0460
31 H 0.6493 0.9829 -4.8058
32 H -0.1013 2.0166 -3.6333
33 H -1.3139 0.9790 -6.1868
34 H -1.2262 2.6171 -5.5685
35 H -2.3592 1.4675 -4.8629
36 H 0.4616 -2.7633 -3.4718
37 H 1.6715 -1.4862 -3.3473
38 H 0.2745 -2.4178 -5.8838
39 H 1.9808 -2.4739 -5.4823
40 H 1.2102 -0.9286 -5.8002
41 H -5.0471 -2.1039 -3.8482
42 H -5.8980 -2.5321 -6.0912
43 H -4.4535 -2.2276 -8.0661
44 H -2.1206 -1.4600 -7.7654
45 H -1.2575 -1.0769 -5.4842
46 C 3.4331 -1.8638 1.2243
47 C 3.6234 -0.7349 0.2925
48 N 2.6941 0.0741 -0.0667
49 C 3.1165 1.0909 -0.8526
50 C 4.4485 1.0397 -1.1531
51 S 5.1826 -0.3145 -0.3859
52 C 2.1589 2.1015 -1.2192
53 C 2.4169 3.3041 -1.8103
54 S 0.9617 4.1782 -2.0508
55 C 0.0809 2.8451 -1.3297
56 N 0.8455 1.8803 -0.9485
57 C -1.3907 2.8428 -1.2529
58 H 2.4860 -1.7010 1.7411
59 H 4.2565 -1.9080 1.9358
60 H 3.3902 -2.8110 0.6850
61 H 5.0309 1.6948 -1.7648
62 H 3.3598 3.7192 -2.1016
63 H -1.8189 3.2684 -2.1564
64 H -1.7314 3.4297 -0.4044
65 H -1.7253 1.8157 -1.1325
66 F -1.2686 0.0194 0.2903
67 C 2.9112 2.8371 5.0702
68 C 2.7087 1.7203 4.0523
69 C 3.1050 0.3910 4.6909
70 C 3.6600 1.9239 2.8735
71 P 0.9291 1.4517 3.3061
72 N 0.9873 0.5673 2.0719
73 C 0.2162 3.2608 3.0184
74 C -0.1371 4.1360 4.2170
75 C -1.0288 3.0913 2.1480
76 C 1.2492 3.9927 2.1600
77 C -0.1427 0.6313 4.7273
78 C -0.0150 1.1695 6.1504
79 C -1.5987 0.7715 4.2811
80 C 0.1696 -0.8674 4.6886
81 H 3.9251 2.7668 5.4697
82 H 2.2125 2.7593 5.8973
83 H 2.8089 3.8183 4.6150
84 H 4.1794 0.3752 4.8780
85 H 2.8568 -0.4281 4.0211
86 H 2.6094 0.2363 5.6426
87 H 4.6813 1.6804 3.1704
88 H 3.6612 2.9451 2.5074
89 H 3.3592 1.2616 2.0659
90 H -0.9443 3.7022 4.7992
91 H -0.4819 5.1062 3.8522
92 H 0.7129 4.3096 4.8678
93 H -1.9137 2.8798 2.7390
94 H -0.8637 2.2765 1.4417
95 H -1.2185 4.0205 1.6064
96 H 2.0840 4.3623 2.7480
97 H 0.8011 4.8608 1.6714
98 H 1.6238 3.3172 1.3938
99 H -0.2064 2.2375 6.1980
100 H 0.9651 0.9757 6.5773
101 H -0.7509 0.6686 6.7820
102 H -1.9707 1.7812 4.4326
103 H -2.2314 0.1016 4.8681
104 H -1.6797 0.4979 3.2288
105 H 0.9964 -1.1406 5.3362
106 H 0.4055 -1.1502 3.6614
107 H -0.6996 -1.4381 5.0152
108 N 3.2480 -3.5995 -2.8876
109 C 2.3576 -4.4109 -2.2621
110 N 2.3862 -5.7254 -2.5586
111 N 1.5480 -4.0239 -1.3260
112 C 1.2551 -2.8503 -0.9104
113 N 0.8239 -1.8920 -0.4218
114 H 3.6620 -3.9117 -3.7510
115 H 3.0371 -2.6098 -2.8563
116 H 2.9577 -6.0913 -3.2980
117 H 1.7337 -6.3314 -2.0982

Löwdin atomic charge list, values in e, 4 entries:
1 Mg 0.293
2 C -0.178
3 C -0.318
4 Ge 1.030

---

[2]
The following is a quantum chemistry calculation of the ion C6H14IN2 with charge +1, from the Open Molecules 2025 dataset.

As for the spin multiplicity: 3. The energy above the lowest of the compared OMol25 structures with the same formula, charge and spin comes out at 202.16 kJ/mol. The lowest unoccupied orbital energy (spin up / spin down) comes out at -3.63 / -5.78 eV. As for the HOMO-LUMO gap (spin up / spin down): 0.1800 / 0.2917 Ha. As for the charge: +1. As for the molar mass: 241.1 g/mol.

CARTESIAN COORDINATES (ANGSTROEM)
1 C 0.5591 -0.6192 -1.3306
2 C 0.0857 -1.9766 0.6552
3 C 0.5789 0.8491 -1.1164
4 C -1.5084 0.5847 0.4782
5 C -1.7462 1.6085 1.5486
6 C 2.3475 -1.5569 0.2661
7 N 0.9230 -1.3998 -0.0856
8 N -0.9415 1.4385 -0.7600
9 I -3.3920 -0.3513 -0.0422
10 H -0.4552 -0.8706 -1.6158
11 H 1.3955 -0.8681 -2.0246
12 H 0.3697 -2.5777 1.4022
13 H -1.0414 -2.0390 0.5052
14 H 1.2605 1.2963 -0.3825
15 H 0.8483 1.3929 -2.1152
16 H -0.8611 2.2303 1.6931
17 H -1.8060 1.0898 2.4774
18 H -2.5165 2.3923 1.4806
19 H 2.7777 -0.5183 0.4547
20 H 2.5312 -2.1974 1.1709
21 H 3.0256 -1.9894 -0.5140
22 H -0.8337 2.5706 -0.6189
23 H -1.6006 1.5113 -1.5267

Löwdin atomic charge list, values in e, 4 entries:
1 C -0.135
2 C -0.112
3 C -0.067
4 C -0.584

---

[3]
The following is a quantum chemistry calculation of a structure of composition C27H29ClF5N2O7P2SZr, from the Open Molecules 2025 dataset.

As for the spin multiplicity: 1. The energy above the lowest of the compared OMol25 structures with the same formula, charge and spin comes out at 0.00 kJ/mol. The lowest unoccupied orbital energy comes out at -3.47 eV. As for the HOMO-LUMO gap: 0.2960 Ha. As for the charge: +1. As for the molar mass: 809.2 g/mol.

CARTESIAN COORDINATES (ANGSTROEM)
1 Zr -0.0878 0.3241 -0.5156
2 O 1.7992 3.6803 4.1788
3 C 1.5050 2.4813 4.6455
4 O 1.6493 2.1783 5.7966
5 C 0.9420 1.4747 3.6777
6 C 0.5354 0.1971 4.0409
7 Cl 0.5678 -0.5811 5.5332
8 N 0.0777 -0.4398 2.9404
9 N 0.1764 0.3602 1.8587
10 C 0.6957 1.5099 2.2995
11 C 0.8851 2.5906 1.2787
12 O 1.2683 3.7010 1.5832
13 O 0.5816 2.2081 0.0782
14 C -0.4478 -1.7787 2.9309
15 C 0.3279 -2.8178 2.4470
16 C -0.1348 -4.1193 2.5708
17 C -1.3478 -4.3691 3.1971
18 C -2.1156 -3.3176 3.6842
19 C -1.6690 -2.0128 3.5476
20 H 1.6235 3.7785 3.2121
21 H 1.2936 -2.6247 2.0019
22 H 0.4651 -4.9344 2.1904
23 H -1.6949 -5.3870 3.3123
24 H -3.0552 -3.5144 4.1822
25 H -2.2340 -1.1875 3.9634
26 C -2.6234 3.4028 -0.0719
27 P -2.4283 1.6723 0.4391
28 C -2.6350 1.7623 2.2497
29 C -3.9645 0.8324 -0.0980
30 C -3.8623 -0.6712 0.1761
31 P -2.3668 -1.3659 -0.6220
32 C -2.2198 -3.0470 0.0316
33 C -2.8959 -1.6746 -2.3378
34 H -3.5199 3.8385 0.3702
35 H -2.6896 3.4674 -1.1571
36 H -1.7492 3.9693 0.2513
37 H -3.6001 2.2046 2.5006
38 H -1.8503 2.3803 2.6869
39 H -2.5736 0.7664 2.6881
40 H -4.0837 1.0232 -1.1669
41 H -4.8237 1.2721 0.4129
42 H -4.7514 -1.1994 -0.1746
43 H -3.7757 -0.8648 1.2496
44 H -3.0894 -3.6442 -0.2460
45 H -2.1338 -3.0230 1.1146
46 H -1.3170 -3.4991 -0.3795
47 H -3.6999 -2.4118 -2.3485
48 H -2.0537 -2.0663 -2.9103
49 H -3.2386 -0.7532 -2.8053
50 C 3.5742 -1.2762 1.0710
51 C 2.9066 -1.0815 -0.2812
52 C 3.9044 -1.1589 -1.4229
53 O 2.2200 0.2015 -0.2760
54 C 1.7917 -2.1187 -0.4777
55 O 2.0329 -3.2946 -0.4663
56 O 0.5774 -1.6090 -0.6219
57 H 4.4121 -0.5867 1.1799
58 H 3.9476 -2.2958 1.1501
59 H 2.8693 -1.0876 1.8831
60 H 4.6853 -0.4070 -1.2901
61 H 3.4265 -1.0167 -2.3902
62 H 4.3731 -2.1412 -1.4126
63 H 2.7996 0.9328 -0.5187
64 F 0.7099 -1.6688 -7.0655
65 C 0.2411 -0.9832 -6.0367
66 C -1.0385 -0.4493 -6.0783
67 F -1.7872 -0.6278 -7.1555
68 C -1.5341 0.2583 -4.9954
69 F -2.7721 0.7430 -5.0578
70 C -0.7725 0.4550 -3.8509
71 S -1.3360 1.3847 -2.4727
72 C 0.4917 -0.0949 -3.8520
73 F 1.2432 0.0753 -2.7238
74 C 1.0214 -0.8063 -4.9047
75 F 2.2459 -1.3170 -4.8340

Löwdin atomic charge list, values in e, 4 entries:
1 Zr 1.465
2 O 0.152
3 C -0.494
4 O 0.108

---

[4]
The following is a quantum chemistry calculation of an isolated molecule of C24H34N4O2, from the Open Molecules 2025 dataset.

Its structure (SMILES) is CCn1nc(C)c(CN2CCC(Oc3ccc(C(=O)N4CCCC4)cc3)CC2)c1C. As for the spin multiplicity: 1. The energy above the lowest of the compared OMol25 structures with the same formula, charge and spin comes out at 200.25 kJ/mol. The lowest unoccupied orbital energy comes out at 0.71 eV. As for the HOMO-LUMO gap: 0.3356 Ha. As for the molar mass: 410.6 g/mol.

CARTESIAN COORDINATES (ANGSTROEM)
1 C 8.9425 1.1239 0.3168
2 C 7.7056 1.1114 1.2132
3 N 6.6258 0.3738 0.6176
4 N 6.5013 -0.9322 0.8679
5 C 5.4737 -1.3566 0.1572
6 C 5.0096 -2.7671 0.1799
7 C 4.9153 -0.2912 -0.5833
8 C 3.7312 -0.3816 -1.4848
9 N 2.5323 -0.7556 -0.7467
10 C 1.4153 -1.0141 -1.6315
11 C 0.2295 -1.5610 -0.8437
12 C -0.1851 -0.5554 0.2320
13 O -1.2111 -1.0623 1.0685
14 C -2.5075 -1.0214 0.6679
15 C -2.9736 -0.5065 -0.5383
16 C -4.3320 -0.4853 -0.8044
17 C -5.2475 -0.9821 0.1105
18 C -6.7145 -0.9851 -0.1909
19 O -7.3389 -2.0015 -0.4350
20 N -7.2941 0.2340 -0.1805
21 C -6.6732 1.4629 0.2804
22 C -7.8049 2.4925 0.2455
23 C -9.0583 1.6414 0.4439
24 C -8.7270 0.3903 -0.3612
25 C -4.7795 -1.5279 1.3010
26 C -3.4306 -1.5391 1.5805
27 C 1.0282 -0.2685 1.1131
28 C 2.1800 0.2345 0.2518
29 C 5.6865 0.8104 -0.2571
30 C 5.5913 2.2300 -0.6875
31 H 9.7522 1.6573 0.8072
32 H 9.2611 0.1040 0.1185
33 H 8.7281 1.6103 -0.6318
34 H 7.9422 0.6158 2.1574
35 H 7.3723 2.1325 1.4175
36 H 5.2376 -3.2535 -0.7685
37 H 5.5087 -3.3047 0.9806
38 H 3.9320 -2.7939 0.3245
39 H 3.5904 0.5750 -2.0226
40 H 3.9075 -1.1628 -2.2318
41 H 1.1060 -0.0966 -2.1715
42 H 1.7289 -1.7513 -2.3752
43 H 0.5183 -2.4901 -0.3508
44 H -0.6012 -1.7747 -1.5183
45 H -0.5137 0.3850 -0.2358
46 H -2.2949 -0.1198 -1.2822
47 H -4.6786 -0.0904 -1.7490
48 H -5.8370 1.7494 -0.3622
49 H -6.2870 1.3306 1.2984
50 H -7.6854 3.2575 1.0098
51 H -7.8387 2.9777 -0.7306
52 H -9.9627 2.1345 0.0950
53 H -9.1784 1.3894 1.4981
54 H -9.2372 -0.5115 -0.0188
55 H -8.9537 0.5334 -1.4244
56 H -5.4824 -1.9416 2.0086
57 H -3.0562 -1.9487 2.5053
58 H 0.7717 0.4727 1.8709
59 H 1.3210 -1.1900 1.6157
60 H 1.8948 1.1962 -0.2198
61 H 3.0564 0.4108 0.8786
62 H 6.4878 2.5413 -1.2231
63 H 4.7364 2.3578 -1.3458
64 H 5.4633 2.8873 0.1732

Löwdin atomic charge list, values in e, 4 entries:
1 C -0.071
2 C -0.189
3 N -0.136
4 N 0.129